[1]
The following is a quantum chemistry calculation of an isolated molecule of C4H5ClN2 at a distorted geometry, from OMol25.

Values from the calculation:
E_tot in Ha: -725.02942
ΔE to the lowest compared entry with this formula, charge and spin in eV: 2.890
E_HOMO in eV: -8.83
Largest force on an atom in eV/A: 5.7
Kohn-Sham gap in eV: 9.71

```
12
Properties=species:S:1:pos:R:3:mulliken_charge:R:1
C 0.75266 -1.58298 -0.06389 -1.26
C 0.39239 -0.14345 -0.06985 0.48
C 0.73658 1.14843 0.04972 -0.46
N -0.43133 1.98545 -0.16484 0.06
N -1.62265 1.32663 -0.13610 -0.60
C -1.42073 0.07071 -0.01951 0.32
Cl -2.57505 -1.15894 -0.05106 -0.15
H 0.43395 -2.07486 0.83062 0.33
H 0.38328 -2.22733 -0.78516 0.35
H 1.91627 -1.69548 -0.01728 0.28
H 1.75925 1.50791 0.13762 0.38
H -0.32461 2.84391 0.28971 0.26
```

[2]
The following is a quantum chemistry calculation of an isolated molecule of C4H5ClN2O at a distorted geometry, from OMol25.

Values from the calculation:
E_tot in Ha: -800.30892
ΔE to the lowest compared entry with this formula, charge and spin in eV: 1.922
E_HOMO in eV: -8.51
Largest force on an atom in eV/A: 3.7
Kohn-Sham gap in eV: 9.19

```
13
Properties=species:S:1:pos:R:3:mulliken_charge:R:1
C 1.17277 -1.77302 0.06903 -0.95
N 0.49238 -0.52954 0.08449 0.64
N 1.18720 0.64020 0.03032 -0.88
C 0.34171 1.61706 0.00488 -0.43
C -0.97668 1.09609 0.07588 0.56
O -2.12348 1.81404 0.11353 -0.58
C -0.83792 -0.28447 -0.00753 0.00
Cl -1.86215 -1.61840 0.01361 -0.17
H 0.89411 -2.33243 -0.82250 0.31
H 2.15057 -1.64995 -0.12323 0.37
H 0.93657 -2.15971 1.10075 0.32
H 0.78809 2.56152 -0.07605 0.48
H -2.16317 2.61862 -0.46318 0.34
```

[3]
The following is a quantum chemistry calculation of a structure of composition C4H5ClN2S at a distorted geometry, from OMol25.

Values from the calculation:
E_tot in Ha: -1123.11831
ΔE to the lowest compared entry with this formula, charge and spin in eV: 1.247
Spin multiplicity: 3
E_HOMO (alpha / beta) in eV: -5.56 / -9.84
Largest force on an atom in eV/A: 6.6
Kohn-Sham gap (alpha / beta) in eV: 6.16 / 7.23

```
13
Properties=species:S:1:pos:R:3:mulliken_charge:R:1
C 0.98151 -0.85057 -0.67862 -0.41
C 2.39481 -0.28579 0.90103 -0.25
C 0.11225 -0.18377 0.14070 0.14
C -1.29719 0.09687 -0.12117 0.19
N 2.25684 -0.87827 -0.26577 -0.56
N -1.51732 1.38192 -0.77367 -0.56
S 0.92354 0.36227 1.57748 -0.10
Cl -2.11913 -0.14186 1.39846 -0.17
H 0.69721 -1.53737 -1.51934 0.31
H 3.18840 -0.37795 1.48974 0.53
H -1.58799 -1.00623 -0.98317 0.29
H -2.47741 1.30120 -1.15486 0.28
H -1.55551 2.11957 -0.01080 0.31
```

[4]
The following is a quantum chemistry calculation of an isolated molecule of C4H5ClN4O3 at a distorted geometry, from OMol25.

Values from the calculation:
E_tot in Ha: -1060.20297
ΔE to the lowest compared entry with this formula, charge and spin in eV: 1.400
E_HOMO in eV: -9.86
Largest force on an atom in eV/A: 4.7
Kohn-Sham gap in eV: 9.54

```
17
Properties=species:S:1:pos:R:3:mulliken_charge:R:1
N -1.44153 -0.10476 -0.62616 -0.47
C -0.40829 0.57419 0.14588 0.07
N 0.35358 -0.27595 0.98122 -0.28
C 1.63851 -0.90769 0.63617 0.35
O 2.15994 -1.53233 1.49762 -0.56
C 2.06405 -0.63220 -0.68921 -0.65
C 1.60486 0.38588 -1.42654 0.28
Cl 1.88923 0.56743 -3.03580 -0.14
N 0.79808 1.33546 -0.80722 -0.13
N 0.99638 2.67858 -0.78757 1.27
O 1.84828 3.04251 -1.56376 -0.64
O 0.32719 3.33116 -0.03853 -0.67
H -2.36038 0.30208 -0.54091 0.24
H -1.46294 -1.07234 -0.63011 0.20
H -0.89824 1.53542 0.62734 0.40
H 0.06675 -0.44159 1.91910 0.20
H 2.63224 -1.34310 -1.09859 0.53
```

[5]
The following is a quantum chemistry calculation of a cluster of 2 separate species, C4H5ClO in total at a distorted geometry, from OMol25.

Values from the calculation:
E_tot in Ha: -690.70391
ΔE to the lowest compared entry with this formula, charge and spin in eV: 3.188
E_HOMO in eV: -10.25
Largest force on an atom in eV/A: 11.1
Kohn-Sham gap in eV: 10.72

```
11
Properties=species:S:1:pos:R:3:mulliken_charge:R:1
C -0.64998 0.73266 -0.14773 -0.49
C -0.80524 -0.73568 -0.57510 0.48
O -1.37356 -1.08254 -1.57118 -0.45
Cl -0.74080 -2.06045 0.53982 -0.16
H -1.52946 0.96758 0.41189 0.30
H -0.69721 1.36129 -0.99132 0.26
H 0.35355 0.61620 0.26235 0.03
C 2.77978 -0.14925 0.34335 -0.16
C 2.35860 -0.92984 -0.58588 -0.54
H 3.15384 0.77448 0.78938 0.34
H 1.91666 -1.78162 -0.59319 0.39
```

[6]
The following is a quantum chemistry calculation of an isolated molecule of C4H5ClO at a distorted geometry, from OMol25.

Values from the calculation:
E_tot in Ha: -690.76644
ΔE to the lowest compared entry with this formula, charge and spin in eV: 1.487
E_HOMO in eV: -9.37
Largest force on an atom in eV/A: 2.6
Kohn-Sham gap in eV: 10.42

```
11
Properties=species:S:1:pos:R:3:mulliken_charge:R:1
Cl -2.38199 -0.16511 0.09870 -0.17
C -0.73521 -0.09816 -0.25192 -0.19
C 0.07373 0.89341 -0.02956 -0.48
C 1.49757 0.64085 -0.16580 0.05
C 2.27924 -0.31380 0.70758 -0.29
O 1.90308 -0.64434 -0.59411 -0.43
H -0.21994 -1.00783 -0.56002 0.33
H -0.29781 1.80796 0.49979 0.26
H 2.06717 1.39138 -0.67170 0.38
H 3.31147 -0.04805 0.82601 0.27
H 1.71627 -0.91558 1.41920 0.26
```

[7]
The following is a quantum chemistry calculation of a structure of composition C4H5ClO2S at a distorted geometry, from OMol25.

Values from the calculation:
E_tot in Ha: -1164.11112
ΔE to the lowest compared entry with this formula, charge and spin in eV: 4.642
E_HOMO in eV: -9.59
Largest force on an atom in eV/A: 6.4
Kohn-Sham gap in eV: 8.49

```
13
Properties=species:S:1:pos:R:3:mulliken_charge:R:1
C 0.19021 0.49459 1.31011 0.04
C -0.85246 0.66918 0.32813 0.14
C -0.54762 -0.47277 -0.70885 -0.05
C 0.63795 -0.31168 -1.72350 -0.42
H 1.29792 -0.80391 2.28796 0.38
H -0.91841 1.75070 -0.11551 0.35
H -0.61634 -1.44882 -0.09036 0.32
H 0.81053 0.77414 -1.66924 0.22
H 1.45771 -1.01772 -2.11612 0.28
O 0.07511 -0.65273 2.13924 -0.46
O -0.86226 -0.45528 -2.18467 -0.41
S 1.80008 1.23724 1.43385 -0.24
Cl -2.47243 0.23707 1.10895 -0.17
```

[8]
The following is a quantum chemistry calculation of an isolated molecule of C4H5ClO2S at a distorted geometry, from OMol25.

Values from the calculation:
E_tot in Ha: -1164.19155
ΔE to the lowest compared entry with this formula, charge and spin in eV: 2.454
E_HOMO in eV: -10.01
Largest force on an atom in eV/A: 7.5
Kohn-Sham gap in eV: 10.13

```
13
Properties=species:S:1:pos:R:3:mulliken_charge:R:1
O 1.34479 -1.91488 -0.23449 -0.60
C 1.52708 -0.65366 0.00475 0.57
O 2.47044 0.02770 -0.80816 -0.41
C 0.41641 0.07120 0.56253 0.06
S 0.40579 1.89427 0.22096 -0.32
C -0.50237 -0.72537 1.43707 -0.13
C -0.88129 -0.70988 0.08208 -0.34
Cl -2.35741 -0.13490 -0.60360 -0.15
H 2.35641 0.96542 -0.62230 0.29
H -0.79468 1.81417 -0.66401 0.20
H -0.19848 -1.70354 1.90025 0.21
H -1.19315 -0.22839 2.19506 0.27
H -0.46757 -1.65887 -0.26040 0.36
```

[9]
The following is a quantum chemistry calculation of a cluster of 2 separate species, C4H5ClO2S in total at a distorted geometry, from OMol25.

Values from the calculation:
E_tot in Ha: -1164.10230
ΔE to the lowest compared entry with this formula, charge and spin in eV: 4.883
E_HOMO in eV: -9.33
Largest force on an atom in eV/A: 7.2
Kohn-Sham gap in eV: 9.18

```
13
Properties=species:S:1:pos:R:3:mulliken_charge:R:1
C -0.19511 -1.01313 0.37298 -0.01
C 0.83981 -0.57416 -0.68628 -0.33
C 0.21557 0.41776 0.33357 0.62
C -0.75121 1.50682 -0.31339 -0.10
H -2.69773 -0.77813 -0.47482 0.20
H 0.29755 -1.30212 1.32733 0.27
H 0.46524 -0.52678 -1.66866 0.42
H 2.14605 0.18180 1.14757 0.38
H -0.25764 2.58624 -0.00286 0.25
O 0.98977 0.95549 1.31012 -0.71
O -1.86248 1.27799 -0.96449 -0.51
S -1.82237 -1.86170 0.13024 -0.25
Cl 2.63256 -0.87007 -0.51131 -0.21
```

[10]
The following is a quantum chemistry calculation of an isolated molecule of C4H5ClO3S at a distorted geometry, from OMol25.

Values from the calculation:
E_tot in Ha: -1239.42661
ΔE to the lowest compared entry with this formula, charge and spin in eV: 0.309
E_HOMO in eV: -9.10
Largest force on an atom in eV/A: 7.3
Kohn-Sham gap in eV: 9.30

```
14
Properties=species:S:1:pos:R:3:mulliken_charge:R:1
O 1.14703 -1.47607 0.46168 -0.44
S 0.03393 -1.09021 1.27437 0.99
O -0.80954 -2.09431 1.75936 -0.52
Cl 0.83755 0.02986 2.89540 -0.26
C -0.83262 0.31403 0.47945 -0.14
C 0.42517 1.15580 -0.07112 -0.57
C 0.65941 0.32854 -1.33764 -0.41
C -0.42359 -0.40617 -1.58225 -0.05
O -1.42411 -0.31523 -0.66351 -0.42
H -1.55428 0.73824 1.26412 0.38
H 1.13835 1.13786 0.58547 0.47
H 0.04711 2.20140 -0.33255 0.27
H 1.40160 0.35158 -2.14982 0.33
H -0.64599 -0.87531 -2.58296 0.38
```

Repeat the seventh record exactly.
The following is a quantum chemistry calculation of a structure of composition C4H5ClO2S at a distorted geometry, from OMol25.

Values from the calculation:
E_tot in Ha: -1164.11112
ΔE to the lowest compared entry with this formula, charge and spin in eV: 4.642
E_HOMO in eV: -9.59
Largest force on an atom in eV/A: 6.4
Kohn-Sham gap in eV: 8.49

```
13
Properties=species:S:1:pos:R:3:mulliken_charge:R:1
C 0.19021 0.49459 1.31011 0.04
C -0.85246 0.66918 0.32813 0.14
C -0.54762 -0.47277 -0.70885 -0.05
C 0.63795 -0.31168 -1.72350 -0.42
H 1.29792 -0.80391 2.28796 0.38
H -0.91841 1.75070 -0.11551 0.35
H -0.61634 -1.44882 -0.09036 0.32
H 0.81053 0.77414 -1.66924 0.22
H 1.45771 -1.01772 -2.11612 0.28
O 0.07511 -0.65273 2.13924 -0.46
O -0.86226 -0.45528 -2.18467 -0.41
S 1.80008 1.23724 1.43385 -0.24
Cl -2.47243 0.23707 1.10895 -0.17
```

Question: The highest ΔE to the lowest compared entry with this formula, charge and spin belongs to which entry?
Answer: number 9

Question: Among the records above, which one has the lowest E_tot?
Answer: C4H5ClO3S

Question: Which of these has the highest E_tot?
Answer: number 5